1.
{"formula": "C10H11I", "method": "the ωB97M-V functional and the def2-TZVPD basis", "de_lowest_ev": 3.057, "smiles": "C/C(I)=C1/C=CC=CC1.C#C", "charge": 0, "gap_ev": 8.2, "spin_multiplicity": 1, "species": ["C", "C", "C", "C", "C", "C", "C", "C", "C", "C", "I", "H", "H", "H", "H", "H", "H", "H", "H", "H", "H", "H"], "positions_angstrom": [[1.9531, -0.1429, 1.5747], [2.2538, 0.1684, 0.1613], [0.7517, -0.4558, 2.0245], [1.2674, -0.0117, -0.7323], [-0.4263, -0.5138, 1.0596], [-0.0779, -0.4577, -0.4288], [0.4143, 2.7451, -0.4391], [-0.6180, 2.6282, 0.2068], [-2.2522, -1.4503, -1.1724], [-0.9021, -0.8473, -1.4102], [-0.2824, -0.8680, -3.3860], [2.8486, -0.0976, 2.2241], [3.1806, 0.5178, -0.2502], [0.6710, -0.7765, 3.1585], [1.4035, 0.3111, -1.8535], [-0.9549, -1.3440, 1.3405], [1.3335, 2.4315, -0.8937], [-1.0566, 0.3580, 1.2234], [-1.4657, 2.6762, 0.8847], [-3.0852, -0.8278, -1.6073], [-2.4736, -2.5694, -1.5741], [-2.4825, -1.4736, -0.1107]], "atomic_forces_ev_per_a": [[2.4429, 0.4833, 0.0183], [-1.9290, -0.6585, -0.3683], [-0.0698, -0.6123, 1.4375], [0.7189, 1.2387, -2.3667], [1.3377, 1.9682, -0.2253], [0.5844, -0.6709, 0.4065], [-1.8947, -0.9092, 1.3555], [1.4160, 0.9567, -0.5408], [-1.8902, -1.3976, -0.9098], [-0.4369, -0.8197, 0.6751], [-0.2432, -0.0557, -0.6521], [-0.8156, -0.1699, -0.0704], [0.5572, 0.0996, 0.5576], [-0.2867, 0.8141, -2.5610], [0.1318, -0.8324, 2.4222], [-1.6664, -2.1696, 0.2924], [-0.2562, 0.6993, -0.1147], [-0.2291, 0.0229, 0.3692], [0.5049, -0.0072, -0.6918], [0.8803, -0.5100, 0.1178], [1.0100, 2.6124, 0.7036], [0.1336, -0.0821, 0.1451]]}

=====

2.
{"formula": "C3H3N3O", "method": "the ωB97M-V functional and the def2-TZVPD basis", "de_lowest_ev": 2.805, "smiles": "Oc1cnncn1", "charge": 0, "gap_ev": [9.7, 9.7], "spin_multiplicity": 1, "species": ["O", "C", "C", "N", "N", "C", "N", "H", "H", "H"], "positions_angstrom": [[1.9062, -0.4308, 0.5342], [0.9013, -0.0511, -0.2780], [0.3734, 1.2673, -0.2047], [-0.8390, 1.2608, 0.2999], [-1.5784, 0.1638, 0.4199], [-1.1701, -0.8546, -0.3346], [0.1012, -0.9988, -0.6883], [1.3989, -0.9916, 1.1514], [0.8736, 2.2115, -0.4017], [-1.8624, -1.6571, -0.5605]], "atomic_forces_ev_per_a": [[0.4134, 0.1020, -0.1820], [-0.4317, -0.0096, 0.2228], [-0.1442, -0.0550, 0.1157], [-0.1140, 0.1483, -0.3385], [-0.3451, 0.1850, -0.6034], [-0.2210, 0.0750, 0.0251], [0.0405, 0.0133, 0.5827], [0.8768, -0.3486, -0.0888], [-0.0391, -0.2441, 0.2706], [-0.0357, 0.1338, -0.0042]]}

=====

3.
{"formula": "C23H40IN4O", "method": "the ωB97M-V functional and the def2-TZVPD basis", "charge": 1, "gap_ev": 7.3, "spin_multiplicity": 1, "species": ["C", "O", "C", "C", "C", "C", "C", "C", "C", "C", "C", "C", "C", "C", "N", "N", "C", "I", "C", "H", "H", "H", "H", "H", "H", "H", "H", "H", "H", "H", "H", "H", "H", "H", "H", "H", "H", "H", "H", "H", "H", "H", "H", "H", "H", "C", "C", "C", "C", "N", "H", "H", "H", "H", "H", "H", "H", "C", "C", "C", "C", "N", "H", "H", "H", "H", "H", "H", "H"], "positions_angstrom": [[5.8614, -0.4611, 3.8905], [5.4058, -1.5831, 3.1648], [4.0424, -1.8836, 3.3661], [3.4699, -2.5558, 2.1290], [3.8482, -1.8472, 0.8281], [3.4418, -0.3853, 0.7627], [3.9251, 0.2900, -0.5264], [3.1360, 1.5481, -0.9039], [3.1264, 2.6349, 0.1871], [1.8918, 2.6485, 1.0918], [0.5702, 2.9457, 0.3673], [-0.6163, 2.2422, 1.0455], [-0.4781, 0.7532, 1.0589], [-0.2377, 0.0362, -0.1215], [-0.1507, -1.2706, -0.1016], [-0.2282, -2.0531, 0.9724], [-0.4245, -1.4105, 2.0945], [-0.5156, -2.5819, 3.8180], [-0.5725, -0.0177, 2.1977], [5.3679, -0.3815, 4.8612], [5.7073, 0.4643, 3.3270], [6.9279, -0.5841, 4.0618], [3.9292, -2.5244, 4.2466], [3.4790, -0.9642, 3.5734], [3.8378, -3.5811, 2.0779], [2.3836, -2.6012, 2.2420], [4.9270, -1.9334, 0.6998], [3.3959, -2.4022, 0.0011], [2.3468, -0.3251, 0.8143], [3.8491, 0.1630, 1.6120], [4.9662, 0.5880, -0.3880], [3.8933, -0.4280, -1.3477], [3.6056, 1.9821, -1.7850], [2.1179, 1.2425, -1.1549], [4.0062, 2.5268, 0.8230], [3.2093, 3.6067, -0.3014], [1.8394, 1.6955, 1.6210], [2.0287, 3.4163, 1.8543], [0.6009, 2.6744, -0.6875], [0.3741, 4.0150, 0.4178], [-0.7594, 2.6014, 2.0634], [-1.5416, 2.4856, 0.5130], [-0.1434, 0.5391, -1.0734], [-0.0111, -1.7679, -0.9740], [-0.7540, 0.4227, 3.1672], [-3.6631, -0.4663, -0.0486], [-5.1798, -0.3504, -0.1085], [-5.6099, 1.0510, -0.5609], [-5.0757, 2.0609, 0.3535], [-4.6571, 2.8243, 1.0961], [-3.2705, 0.2637, 0.6642], [-3.3577, -1.4589, 0.2919], [-3.1949, -0.2821, -1.0149], [-5.5998, -0.5473, 0.8785], [-5.5957, -1.1000, -0.7840], [-6.6959, 1.1395, -0.5912], [-5.2258, 1.2731, -1.5564], [-3.6587, -2.1301, -5.3311], [-4.7139, -1.4420, -4.4736], [-4.4112, 0.0432, -4.2290], [-3.1379, 0.2208, -3.5302], [-2.1210, 0.3480, -3.0194], [-2.6816, -2.1218, -4.8454], [-3.9297, -3.1698, -5.5077], [-3.5592, -1.6400, -6.3005], [-4.8012, -1.9555, -3.5134], [-5.6863, -1.5131, -4.9613], [-5.2016, 0.5007, -3.6348], [-4.3526, 0.5843, -5.1747]], "atomic_forces_ev_per_a": [[0.1242, -0.1133, 0.0779], [0.0065, -0.0579, -0.1001], [-0.1621, 0.2406, 0.0142], [0.2978, -0.0043, -0.0320], [0.0586, -0.2159, 0.2488], [0.0414, -0.0850, -0.4527], [-0.1502, 0.2752, 0.3009], [0.4517, -0.1317, 0.3950], [-0.2643, 0.0168, -0.1278], [0.1113, 0.0991, -0.1782], [-0.0331, -0.1394, 0.5077], [-0.1849, 0.1365, -0.2993], [-0.0013, -0.2486, 0.4708], [-0.1430, 0.6531, -0.0988], [-0.0087, -0.2485, 0.1651], [0.0580, 0.2543, -0.4669], [-0.0520, -0.3927, 0.6031], [0.0037, 0.1072, -0.2094], [0.0700, 0.1710, -0.3836], [-0.0259, 0.0173, 0.0600], [-0.1128, 0.0536, 0.0036], [0.0512, -0.0013, -0.0325], [-0.0400, -0.0591, 0.0348], [0.0315, 0.0876, -0.0128], [-0.0654, -0.0791, 0.0104], [-0.0732, -0.0770, 0.0160], [0.0564, 0.0646, -0.0363], [-0.0266, 0.0829, -0.1103], [-0.0490, 0.0528, 0.1204], [-0.1371, -0.0044, 0.1543], [0.1212, -0.1751, -0.0848], [0.0200, -0.0002, -0.0898], [-0.2149, -0.1068, -0.2426], [-0.0968, 0.1499, -0.1958], [0.1260, 0.0247, -0.0580], [0.0105, 0.1072, 0.0777], [-0.0546, -0.0637, 0.0343], [0.0363, -0.0576, 0.1266], [0.0766, -0.0040, -0.0744], [-0.0266, 0.0603, -0.2098], [0.0937, -0.0305, 0.0821], [-0.0377, -0.0059, -0.0014], [-0.0757, -0.2020, -0.1884], [0.0246, -0.1301, 0.0203], [-0.0044, 0.0749, 0.0247], [0.1200, -0.1623, 0.2298], [0.1273, -0.0184, -0.0070], [-0.0052, -0.1288, 0.0989], [-0.3570, -0.1675, -0.2718], [0.3266, 0.2696, 0.2769], [0.0092, -0.0150, -0.0178], [-0.0530, -0.0120, 0.0021], [-0.0862, 0.0143, 0.0566], [-0.0475, -0.0073, -0.0117], [-0.0364, 0.0817, -0.0577], [0.0066, 0.0514, 0.0020], [-0.0009, 0.0101, -0.0493], [-0.0241, 0.0040, 0.0285], [0.0890, -0.1235, -0.0676], [-0.0353, -0.2059, 0.0078], [-0.2485, 0.1100, -0.4335], [0.4240, -0.0257, 0.3336], [0.0082, 0.0296, -0.0073], [-0.0042, 0.0006, -0.0151], [0.0065, -0.0011, -0.0068], [-0.0333, 0.0340, 0.0194], [-0.0262, 0.0651, 0.0325], [-0.0085, 0.0710, -0.0082], [0.0180, 0.0307, 0.0026]]}

=====

4.
{"formula": "C43H42BNO3P2PtTe", "method": "the ωB97M-V functional and the def2-TZVPD basis", "de_lowest_ev": 0.714, "charge": 2, "gap_ev": 5.9, "spin_multiplicity": 1, "species": ["Pt", "Te", "C", "C", "C", "N", "C", "C", "C", "P", "C", "C", "C", "C", "C", "C", "C", "C", "C", "C", "C", "C", "P", "C", "C", "C", "C", "C", "C", "C", "C", "C", "C", "C", "C", "H", "H", "H", "H", "H", "H", "H", "H", "H", "H", "H", "H", "H", "H", "H", "H", "H", "H", "H", "H", "H", "H", "H", "H", "C", "C", "C", "O", "H", "H", "H", "H", "H", "H", "C", "C", "C", "C", "C", "C", "C", "C", "O", "B", "O", "C", "C", "H", "H", "H", "H", "H", "H", "H", "H", "H", "H", "H", "H"], "positions_angstrom": [[0.5859, 1.2707, 0.2335], [4.3514, 0.5832, 2.4492], [5.4017, -1.1157, 1.7529], [6.2060, -1.0349, 0.6274], [6.8039, -2.2056, 0.1703], [6.6447, -3.3835, 0.7620], [5.9059, -3.4397, 1.8655], [5.2615, -2.3322, 2.4058], [2.5874, -0.0488, 1.4305], [2.3186, 0.0152, -0.3664], [2.5860, -1.5226, -1.2269], [3.2348, -2.5945, -0.6187], [3.4906, -3.7402, -1.3560], [3.0977, -3.8103, -2.6861], [2.4422, -2.7420, -3.2877], [2.1826, -1.5923, -2.5612], [3.5358, 1.1906, -1.0003], [3.4711, 2.5350, -0.6228], [4.4227, 3.4299, -1.0727], [5.4432, 2.9915, -1.9103], [5.5088, 1.6620, -2.2928], [4.5584, 0.7559, -1.8389], [1.0689, -0.0400, 2.1670], [-0.1909, -1.2291, 1.6846], [0.0983, -2.3791, 0.9536], [-0.9173, -3.2722, 0.6566], [-2.2145, -3.0220, 1.0824], [-2.5026, -1.8800, 1.8208], [-1.4955, -0.9840, 2.1326], [0.7890, 0.2948, 3.8808], [0.8318, -0.7846, 4.7661], [0.6509, -0.5451, 6.1169], [0.4151, 0.7474, 6.5705], [0.3612, 1.8147, 5.6832], [0.5573, 1.5960, 4.3302], [6.3666, -0.0988, 0.1093], [7.4325, -2.1927, -0.7128], [5.8217, -4.4106, 2.3401], [4.6691, -2.4285, 3.3060], [3.5458, -2.5319, 0.4177], [4.0062, -4.5713, -0.8937], [3.3034, -4.7044, -3.2592], [2.1346, -2.8064, -4.3224], [1.6683, -0.7576, -3.0244], [2.6853, 2.8825, 0.0426], [4.3748, 4.4682, -0.7736], [6.1866, 3.6929, -2.2646], [6.2994, 1.3241, -2.9490], [4.6132, -0.2814, -2.1420], [1.1057, -2.5885, 0.6283], [-0.6899, -4.1692, 0.0964], [-3.0033, -3.7251, 0.8514], [-3.5129, -1.6921, 2.1582], [-1.7171, -0.1014, 2.7211], [0.9952, -1.7928, 4.4052], [0.6865, -1.3687, 6.8165], [0.2687, 0.9235, 7.6277], [0.1706, 2.8145, 6.0478], [0.5237, 2.4198, 3.6270], [-1.2732, 5.1409, 1.2605], [-0.7025, 4.0315, 0.4452], [-0.5098, 4.1945, -1.0251], [-0.3894, 2.9848, 1.0275], [-1.5699, 5.9911, 0.6558], [-0.5254, 5.4572, 1.9916], [-2.1285, 4.7634, 1.8235], [-0.6882, 5.2153, -1.3482], [-1.2155, 3.5329, -1.5356], [0.4965, 3.8814, -1.3124], [-7.4356, -0.8935, -3.3350], [-6.7982, 0.1515, -2.4200], [-7.4668, 0.0617, -1.0400], [-7.0502, 1.5425, -3.0223], [-5.2925, -0.0564, -2.2601], [-4.6089, -1.1041, -2.8837], [-3.2359, -1.3013, -2.7505], [-2.5564, -0.4070, -1.9613], [-1.2086, -0.3517, -1.6385], [-1.1016, 0.7318, -0.7988], [-2.2955, 1.3804, -0.6050], [-3.2218, 0.6343, -1.3388], [-4.5710, 0.8404, -1.4605], [-8.5037, -0.6928, -3.4175], [-7.3212, -1.9041, -2.9390], [-7.0161, -0.8601, -4.3419], [-8.5408, 0.2266, -1.1364], [-7.0785, 0.8111, -0.3489], [-7.3116, -0.9247, -0.5991], [-8.1176, 1.6808, -3.1984], [-6.5289, 1.6524, -3.9745], [-6.7200, 2.3414, -2.3567], [-5.1585, -1.7958, -3.5045], [-2.7305, -2.1164, -3.2504], [-5.0517, 1.6676, -0.9562]], "atomic_forces_ev_per_a": [[-0.0913, 0.9585, 0.3283], [-0.1165, -0.2015, -0.0731], [0.0207, 0.1431, 0.0814], [0.0335, -0.0224, -0.0245], [-0.0524, 0.0353, 0.0410], [0.0471, -0.1015, -0.0449], [-0.0236, 0.0778, -0.0016], [-0.0152, -0.0489, -0.0063], [0.0612, 0.4170, 0.2798], [0.4757, -0.1515, -0.1516], [-0.2169, -0.0234, -0.0266], [0.0590, 0.0495, -0.0333], [0.0255, 0.0045, 0.0232], [-0.0150, 0.0011, -0.0139], [0.0026, -0.0078, -0.0058], [-0.0590, -0.0140, 0.0636], [-0.0430, -0.1043, -0.1590], [0.0421, -0.0701, -0.0029], [-0.0342, 0.0272, -0.0011], [0.0058, 0.0114, 0.0004], [0.0156, -0.0370, -0.0027], [-0.0565, 0.0601, -0.0430], [-0.9166, -0.9925, -0.5141], [0.1503, -0.1460, 0.3906], [0.0141, 0.0110, 0.0021], [0.0035, -0.0140, -0.0447], [0.0233, 0.0056, -0.0134], [-0.0294, 0.0716, -0.0267], [0.0034, 0.0319, -0.0605], [0.4457, 0.5107, -0.0621], [-0.0921, -0.0062, 0.0429], [-0.0012, -0.0457, -0.0263], [-0.0065, 0.0346, -0.0103], [-0.0163, 0.0021, 0.0265], [0.1258, -0.0285, -0.0202], [-0.0035, -0.0167, 0.0148], [0.0052, 0.0110, -0.0022], [-0.0066, -0.0004, 0.0085], [0.0058, -0.0045, 0.0063], [0.0112, -0.0218, -0.0232], [0.0059, -0.0006, -0.0059], [-0.0026, -0.0021, -0.0005], [0.0019, 0.0007, -0.0013], [-0.0089, -0.0142, -0.0070], [0.0327, 0.0336, 0.0360], [0.0033, -0.0001, 0.0000], [0.0006, 0.0010, -0.0017], [0.0055, -0.0002, 0.0004], [0.0203, 0.0054, -0.0060], [0.0038, -0.0240, 0.0334], [-0.0108, -0.0063, 0.0079], [-0.0031, 0.0029, -0.0108], [0.0038, 0.0032, 0.0072], [-0.0218, -0.0049, 0.0085], [-0.0008, -0.0025, 0.0076], [0.0073, 0.0032, 0.0045], [-0.0031, -0.0023, 0.0023], [-0.0044, -0.0003, 0.0029], [-0.0043, 0.0050, 0.0099], [-0.0669, -0.0871, 0.0389], [0.0165, 0.0953, -0.2074], [0.0126, -0.0029, 0.0214], [-0.1438, -0.1719, 0.3211], [-0.0076, 0.0044, -0.0029], [0.0062, 0.0042, -0.0112], [0.0097, 0.0007, 0.0109], [0.0295, 0.0033, -0.0139], [-0.0333, 0.0063, 0.0302], [-0.0020, -0.0139, 0.0036], [0.0201, 0.0124, 0.0064], [-0.0147, 0.0432, 0.0305], [-0.0071, -0.0109, -0.0403], [-0.0040, -0.0415, 0.0069], [0.0419, -0.0382, -0.0019], [-0.0807, 0.0646, 0.0226], [0.1727, -0.0495, -0.0122], [-0.3724, 0.0825, -0.0045], [0.2296, 0.0225, 0.1108], [0.3203, -0.3788, -0.4216], [-0.0302, 0.1515, 0.1435], [0.1090, -0.0919, -0.0320], [0.0041, 0.0022, 0.0042], [-0.0033, -0.0044, 0.0003], [0.0043, -0.0065, -0.0105], [-0.0056, -0.0086, -0.0057], [-0.0041, -0.0087, 0.0032], [0.0063, 0.0031, 0.0007], [-0.0077, 0.0023, 0.0137], [-0.0003, 0.0140, 0.0005], [-0.0194, 0.0107, -0.0126], [0.0178, -0.0012, -0.0015], [0.0072, -0.0053, 0.0015], [-0.0110, -0.0057, 0.0043], [-0.0001, 0.0011, 0.0000]]}